# 1
Below is a single C6H2N2 molecule, with properties calculated with ωB97M-V/def2-TZVPD.

Output
SMILES = C#C/C(C#N)=C\C#N
Relative energy (zero: lowest compared OMol25 entry of this formula, charge and spin) = 1.4753 eV
E_HOMO = -10.4 eV
Spin multiplicity = 1

Each line ends with the natural charge from an NBO analysis.
Cartesian coordinates (Å):
1 C -2.014 -0.903 0.756  -0.118
2 C -0.860 -0.636 0.404  -0.063
3 C 0.475 -0.429 -0.073  -0.180
4 C 1.610 -1.016 0.591  0.256
5 N 2.590 -1.256 1.387  -0.245
6 C 0.752 0.656 -0.740  -0.171
7 C -0.364 1.581 -1.122  0.237
8 N -1.135 2.409 -1.415  -0.250
9 H -2.904 -1.075 1.349  0.257
10 H 1.850 0.670 -1.135  0.279

Atomic forces in eV per Å
C 3.09 0.78 -0.07
C -3.16 -1.71 0.95
C -0.94 -0.70 2.31
C 8.22 -2.51 7.10
N -8.43 1.82 -7.09
C 1.02 2.10 -3.30
C 0.73 0.88 -0.49
N 1.45 -1.83 0.63
H 0.31 0.09 -0.70
H -2.29 1.08 0.64

---

# 2
Below is 9 unconnected molecules or ions with the total composition C6H32N2O8, with properties calculated with ωB97M-V/def2-TZVPD.

Output
SMILES = CCN(C)[C@@H](C)CN.O.O.O.O.O.O.O.O
Relative energy (zero: lowest compared OMol25 entry of this formula, charge and spin) = 2.4096 eV
E_HOMO = -9.1 eV
Spin multiplicity = 1

Each line ends with the natural charge from an NBO analysis.
Cartesian coordinates (Å):
1 C 0.669 -1.530 0.308  -0.630
2 C -0.041 -0.350 -0.342  -0.236
3 N -1.377 -0.047 0.156  -0.481
4 C -2.310 -1.121 -0.208  -0.446
5 C -1.938 1.271 -0.330  -0.066
6 C -1.233 2.375 0.417  -0.632
7 C -1.848 1.325 -1.856  -0.254
8 N -0.682 2.060 -2.371  -0.841
9 H 0.558 -1.682 1.374  0.200
10 H 1.693 -1.374 -0.009  0.229
11 H 0.287 -2.376 -0.269  0.216
12 H 0.587 0.527 -0.222  0.220
13 H -0.032 -0.412 -1.441  0.173
14 H -3.299 -0.943 0.220  0.202
15 H -2.264 -1.434 -1.252  0.187
16 H -2.059 -2.001 0.401  0.220
17 H -2.962 1.273 0.047  0.202
18 H -0.145 2.318 0.518  0.215
19 H -1.551 2.513 1.448  0.226
20 H -1.356 3.296 -0.162  0.209
21 H -2.737 1.777 -2.313  0.203
22 H -1.983 0.352 -2.334  0.180
23 H -1.047 3.002 -2.335  0.352
24 H 0.172 1.995 -1.833  0.373
25 O 2.283 1.178 -1.348  -0.980
26 H 2.815 1.494 -0.602  0.504
27 H 2.317 1.749 -2.122  0.480
28 O 2.779 1.213 1.388  -0.992
29 H 3.176 2.072 1.578  0.470
30 H 1.940 1.222 1.901  0.516
31 O 2.427 -2.123 -2.351  -0.943
32 H 2.814 -1.637 -1.616  0.480
33 H 2.764 -1.649 -3.118  0.465
34 O 4.020 -1.835 0.995  -0.941
35 H 4.162 -0.910 1.237  0.478
36 H 3.410 -2.110 1.687  0.467
37 O -2.158 -2.590 3.274  -0.944
38 H -2.738 -1.880 3.557  0.474
39 H -1.371 -2.147 2.949  0.469
40 O 0.701 0.908 3.273  -1.012
41 H -0.254 0.955 3.166  0.526
42 H 1.125 0.596 4.068  0.501
43 O -2.127 0.136 2.816  -1.023
44 H -1.730 -0.026 1.921  0.505
45 H -3.081 0.191 2.698  0.475
46 O -0.782 -0.590 -4.729  -0.935
47 H -1.545 -0.277 -4.238  0.464
48 H -0.151 -0.906 -4.071  0.474

Atomic forces in eV per Å
C -0.71 -0.09 -2.04
C 0.24 1.44 0.40
N -1.15 -0.10 -0.11
C 0.54 -0.99 1.62
C 0.88 -1.73 0.90
C 0.73 1.31 -0.32
C -0.30 0.44 -0.55
N -1.19 0.12 -0.54
H -0.06 0.31 0.19
H 0.28 -0.38 0.55
H 0.35 -0.55 0.61
H -0.21 0.13 0.49
H -0.09 -0.71 0.03
H -0.23 0.50 -0.77
H -0.40 0.23 -0.12
H 0.39 -0.07 -0.38
H -0.18 -0.07 -0.41
H -0.03 -0.57 -0.39
H -0.55 -0.07 -0.14
H -0.29 0.22 0.46
H 0.10 0.63 0.41
H 0.70 -0.40 0.56
H 0.92 0.40 -0.24
H -0.23 -0.24 0.30
O -0.10 -0.24 -0.35
H -0.20 0.11 -0.29
H 0.47 0.15 0.29
O 0.00 0.40 0.15
H 0.00 -0.14 0.13
H 0.22 -0.24 -0.04
O 0.04 0.15 -0.27
H 0.05 -0.04 0.19
H -0.05 -0.11 -0.04
O 0.00 0.31 0.27
H 0.02 0.07 -0.24
H -0.06 -0.28 -0.12
O -0.04 -0.74 0.00
H 0.23 0.16 -0.01
H -0.11 0.16 0.09
O 1.05 0.68 -1.65
H -0.22 -0.49 1.10
H -0.96 -0.19 0.50
O 0.20 0.27 0.35
H -0.28 0.14 -0.38
H 0.15 0.16 -0.13
O 0.12 -0.21 -0.14
H 0.12 0.07 0.06
H -0.14 0.09 0.01

---

# 3
Below is 11 unconnected molecules or ions with the total composition C6H32NO11, with properties calculated with ωB97M-V/def2-TZVPD.

Output
Relative energy (zero: lowest compared OMol25 entry of this formula, charge and spin) = 2.3127 eV
Total charge = -1
E_HOMO = -6.0 eV
Spin multiplicity = 1

Each line ends with the natural charge from an NBO analysis.
Cartesian coordinates (Å):
1 C 2.394 -1.230 0.256  -0.025
2 O 2.457 -2.435 -0.400  -0.775
3 C 0.991 -0.795 0.872  -0.076
4 C 0.286 0.315 0.024  -0.472
5 C -0.736 0.995 0.809  -0.248
6 C -1.972 0.480 0.856  -0.182
7 C -3.052 1.027 1.591  -0.660
8 N 1.219 -0.244 2.206  -0.878
9 H 3.146 -1.493 1.158  0.146
10 H 2.752 -0.370 -0.356  0.126
11 H 0.322 -1.682 0.826  0.179
12 H -0.112 -0.157 -0.921  0.247
13 H 1.213 0.970 -0.269  0.192
14 H -0.389 1.879 1.340  0.231
15 H -2.160 -0.556 0.292  0.209
16 H -2.725 1.155 2.690  0.199
17 H -3.988 0.396 1.604  0.216
18 H -3.416 1.991 1.366  0.222
19 H 1.794 -0.890 2.789  0.362
20 H 0.410 -0.004 2.689  0.383
21 H 1.456 3.577 -0.940  0.504
22 H 1.360 4.435 0.413  0.498
23 O 0.852 3.926 -0.285  -1.015
24 H 0.380 -1.929 -2.781  0.514
25 H -0.786 -1.565 -1.891  0.513
26 O -0.337 -1.224 -2.662  -0.995
27 H -2.233 -0.518 3.703  0.441
28 H -1.834 -1.610 2.720  0.492
29 O -1.601 -1.141 3.619  -1.005
30 H -2.102 -2.213 0.829  0.516
31 H -2.048 -3.440 1.793  0.487
32 O -2.379 -2.565 1.644  -0.960
33 H 1.328 1.865 -2.395  0.491
34 H 2.579 1.467 -1.733  0.461
35 O 2.167 2.283 -1.949  -1.024
36 H 0.190 0.249 -2.873  0.511
37 H -0.442 1.680 -2.735  0.489
38 O 0.217 1.231 -3.158  -0.983
39 H 1.863 2.235 2.356  0.485
40 H 1.744 2.397 0.815  0.496
41 O 1.830 2.914 1.669  -0.990
42 H 1.637 -2.645 -0.908  0.497
43 H 0.899 -4.385 -1.666  0.472
44 O 0.624 -3.456 -1.748  -1.087
45 H -1.347 2.495 -0.643  0.502
46 H -0.583 3.359 -1.670  0.491
47 O -1.343 2.743 -1.656  -0.981
48 H -2.428 -3.080 -0.969  0.459
49 H -0.413 -3.281 -1.244  0.520
50 O -1.495 -2.698 -0.735  -1.197

Atomic forces in eV per Å
C 0.81 -0.05 2.84
O -0.09 -0.25 -0.57
C 0.22 -0.35 -0.63
C 3.21 -0.95 -1.40
C -1.06 -0.12 -0.26
C 1.91 -2.37 -2.52
C -2.57 -0.52 4.09
N 2.94 -1.06 -0.31
H -1.44 1.59 -1.56
H 0.21 -0.38 0.34
H 0.33 0.18 0.39
H 0.56 0.83 1.38
H -2.18 -0.67 0.36
H -0.55 0.06 0.17
H 0.52 2.76 0.89
H -0.63 -0.24 -1.33
H 1.08 0.37 0.02
H -0.10 1.36 -0.88
H -0.88 0.71 -0.70
H -1.83 0.04 0.90
H 0.93 -0.35 -0.32
H -0.84 -1.17 -1.44
O -0.46 2.01 0.92
H -1.39 1.06 0.16
H -1.10 -0.59 0.86
O 2.17 -0.86 -1.64
H -3.22 3.20 0.58
H 0.34 0.58 1.87
O 3.04 -3.59 -1.60
H 1.32 -0.30 -2.62
H 0.48 -0.47 -0.47
O -1.95 0.06 3.06
H 0.65 0.67 -0.17
H 1.17 -0.90 0.56
O -0.96 0.51 -0.69
H -0.64 1.25 -0.54
H -3.40 1.62 1.98
O 3.53 -2.96 -2.05
H 0.12 -0.18 -0.18
H 0.05 0.89 1.55
O 0.36 -1.13 -0.32
H 0.13 -0.23 -0.15
H -0.23 0.61 0.01
O -1.15 -0.95 0.19
H -0.05 0.45 -2.87
H -0.56 -0.09 0.19
O 0.20 0.10 2.79
H 2.91 0.96 0.33
H 0.44 -0.12 -0.39
O -2.36 -1.00 -0.76

---

Frontier orbital gap (Ha)
0.3311, 0.3359, 0.3311